Entry 1:
22
Properties=species:S:1:pos:R:3 method="wB97M-V/def2-TZVPD" orbital_gap_ev="5.637 / 8.632" energy_ha=-951.51348
C -1.75263 -2.05346 -3.11963
C -2.04650 -1.35398 -1.92381
C -0.58469 -2.65269 -3.12358
C -0.99737 -1.45958 -1.03045
C 0.31916 1.82966 -0.18414
C 0.82709 0.02671 1.70834
C 1.69495 2.50553 1.57390
C -0.85352 -0.68658 0.13454
C 1.24200 1.21986 0.79186
N 0.06681 3.05209 -0.04400
O 0.14965 -0.99823 0.96152
O 0.93732 3.57237 0.96707
S 0.27827 -2.45574 -1.62186
H -2.25979 -2.14676 -4.04981
H -2.88763 -0.69984 -1.77497
H -0.27258 -3.15858 -4.01202
H 1.69648 -0.34462 2.15015
H 0.05875 0.25616 2.51041
H 1.36515 2.50412 2.58815
H 2.77726 2.91859 1.34121
H -1.69068 0.10851 0.47794
H 2.28776 0.93531 0.40447


Entry 2:
12
Properties=species:S:1:pos:R:3 method="wB97M-V/def2-TZVPD" orbital_gap_ev=8.758 energy_ha=-306.30521
O 1.47141 -1.14014 0.56670
C 0.50843 -0.37641 0.00802
C -0.98622 -0.61302 0.20296
C -1.11976 0.93625 0.09007
O -2.09781 1.64454 -0.01184
C 0.31355 1.08028 0.07160
H 2.22734 -0.58106 0.79537
H 0.68357 -0.79595 -1.34492
H -1.13147 -0.95532 1.23108
H -1.51837 -1.26207 -0.49779
H 0.62221 0.16687 -1.18498
H 1.02712 1.89602 0.07371


Entry 3:
22
Properties=species:S:1:pos:R:3 method="wB97M-V/def2-TZVPD" smiles=CCCCNC.O orbital_gap_ev=9.598 energy_ha=-329.47078
C 0.63214 2.52528 -0.65635
C -0.20225 1.60383 -1.56549
C 0.44591 0.27023 -1.88908
C 0.44351 -0.71784 -0.74079
N 0.61916 -2.05923 -1.23034
C 0.43062 -3.09453 -0.22009
H 0.08028 3.46989 -0.51503
H 1.56112 2.82508 -1.15828
H 0.84858 2.03243 0.27913
H -1.17737 1.48372 -1.10264
H -0.32327 2.12341 -2.51659
H -0.18128 -0.17877 -2.67569
H 1.46853 0.31878 -2.25121
H 1.24061 -0.40088 -0.05113
H -0.49630 -0.62986 -0.19024
H 1.55959 -2.15748 -1.60775
H 1.18137 -3.86421 -0.34166
H 0.44322 -2.69803 0.79565
H -0.54405 -3.56645 -0.34938
O -2.60591 0.53468 5.83592
H -2.23498 0.94850 6.63914
H -3.18921 1.23146 5.51189


Entry 4:
54
Properties=species:S:1:pos:R:3 method="wB97M-V/def2-TZVPD" smiles="Cc1cc(C(=O)NC[C@@H]2[C@@H](C)CCCN2C(=O)c2ccc(=O)oc2)ncc1CO" orbital_gap_ev=9.307 energy_ha=-1355.73859
C -5.26588 1.23255 -0.81726
C -4.01480 1.14418 0.00763
C -2.80109 1.60787 -0.47905
C -1.66618 1.52080 0.31507
C -0.32580 2.00895 -0.18013
O 0.37972 2.75501 0.46971
N 0.01442 1.54417 -1.41256
C 1.38156 1.66453 -1.88438
C 2.41090 1.04493 -0.92697
C 3.76253 0.73270 -1.57484
C 4.32473 1.92991 -2.33212
C 4.73145 0.29762 -0.47005
C 4.17023 -0.81562 0.41121
C 2.77650 -0.46708 0.92851
N 1.91390 -0.13497 -0.20593
C 1.20399 -1.09942 -0.85270
O 0.99693 -1.08987 -2.06115
C 0.58113 -2.15531 0.00238
C -0.01112 -1.89848 1.28748
C -0.64068 -2.88507 1.94942
C -0.72610 -4.22775 1.40620
O -1.23724 -5.18620 1.90803
O -0.14287 -4.39855 0.14315
C 0.45559 -3.39308 -0.50375
N -1.67550 1.00516 1.53982
C -2.83759 0.55043 2.00263
C -4.02837 0.59244 1.28920
C -5.30637 0.05641 1.87014
O -5.06490 -0.45053 3.16909
H -6.02774 1.83063 -0.31281
H -5.06444 1.68715 -1.78527
H -5.69436 0.24273 -0.98855
H -2.73844 2.04691 -1.46730
H -0.50026 0.75326 -1.76689
H 1.42995 1.19611 -2.86346
H 1.62588 2.72190 -1.98799
H 2.58037 1.78411 -0.13825
H 3.60898 -0.09911 -2.27204
H 4.39141 2.80327 -1.67744
H 5.32952 1.71165 -2.69748
H 3.71155 2.19913 -3.19227
H 5.68006 -0.01528 -0.91284
H 4.95022 1.17294 0.15360
H 4.10046 -1.74476 -0.16428
H 4.83731 -1.00929 1.25403
H 2.36132 -1.29976 1.48981
H 2.80722 0.40101 1.59198
H 0.01537 -0.89327 1.69349
H -1.12227 -2.73026 2.90356
H 0.82266 -3.67915 -1.47958
H -2.82823 0.12565 2.99759
H -6.05546 0.85786 1.89794
H -5.69778 -0.72982 1.21235
H -5.88237 -0.81937 3.51333


Entry 5:
9
Properties=species:S:1:pos:R:3 method="wB97M-V/def2-TZVPD" smiles=N#CP(P)#[PH2] orbital_gap_ev=10.163 energy_ha=-1119.26660
N 1.17794 -2.48204 0.38322
C 0.71559 -1.56341 -0.11333
P -0.04756 -0.00563 -0.98886
P 1.14418 1.43019 0.17125
P -1.80819 0.08455 0.28999
H 1.20012 0.67463 1.33898
H 2.35358 0.91057 -0.29354
H -2.08067 1.39945 -0.10625
H -2.65499 -0.44830 -0.68146


Entry 6:
53
Properties=species:S:1:pos:R:3 method="wB97M-V/def2-TZVPD" charge=-2 orbital_gap_ev=7.027 energy_ha=-2630.74471
K 0.44496 -0.42259 1.54990
O 2.92337 1.83982 7.58527
C 2.56089 1.38083 6.33625
C 2.91749 2.06564 5.18774
C 2.51242 1.55380 3.96272
N 1.82304 0.42078 3.86304
C 1.48306 -0.23635 4.97365
C 1.82246 0.21501 6.24324
C 0.67213 -1.54506 4.80831
O 0.08435 -1.94303 5.83241
O 0.70384 -2.05473 3.66497
C 2.86580 2.30925 2.66155
O 3.61928 3.29292 2.80188
O 2.34368 1.86092 1.61696
H 3.41816 2.65452 7.45185
H 3.49546 2.98280 5.19911
H 1.49756 -0.33929 7.11167
C 1.83104 -4.92078 -4.01235
N 1.23882 -3.77624 -3.36718
C 0.17947 -3.79619 -2.46658
C -0.07610 -2.52389 -2.11624
N 0.83208 -1.73496 -2.80463
C 1.64573 -2.49995 -3.58923
S 2.85833 -2.03438 -4.65284
C 0.93896 -0.31731 -2.62777
C 0.69798 0.50915 -3.70975
C 0.80674 1.87323 -3.49927
C 1.12186 2.32700 -2.23060
C 1.30320 1.41070 -1.20263
N 1.22086 0.08892 -1.40631
H 1.32146 -5.81504 -3.65857
H 2.89271 -4.97949 -3.77456
H 1.73471 -4.83717 -5.09523
H -0.27503 -4.71496 -2.14339
H -0.75065 -2.07229 -1.39654
H 0.46301 0.08469 -4.67509
H 0.64101 2.56478 -4.31642
H 1.20938 3.38251 -2.01190
H 1.51028 1.75172 -0.19267
O -1.74087 -0.72986 -0.38804
C -2.09795 0.45745 -0.17184
O -1.47629 1.32161 0.47040
C -3.43523 0.88558 -0.78270
C -3.88467 2.19145 -0.61967
C -5.08701 2.59963 -1.18014
C -5.85517 1.70207 -1.91186
C -5.41234 0.39576 -2.07746
C -4.20810 -0.00688 -1.51462
H -3.26303 2.86670 -0.04600
H -5.42769 3.62044 -1.04790
H -6.79424 2.01964 -2.35115
H -6.00702 -0.30928 -2.64746
H -3.84420 -1.01961 -1.63233


Entry 7:
32
Properties=species:S:1:pos:R:3 method="wB97M-V/def2-TZVPD" orbital_gap_ev="5.842 / 5.842" energy_ha=-2258.98757
Y 0.49355 -0.74972 0.60962
Cl 1.70069 0.92422 -1.04035
C -1.58751 -1.19987 -0.06976
H -1.82521 -2.21970 0.28085
H -1.84071 -1.14905 -1.14082
H -2.24082 -0.51372 0.50362
Ce 0.47774 0.40566 -3.35638
C -1.33676 1.05529 -4.76500
C 2.09412 1.56059 -4.53287
C 0.88783 -1.77218 -3.23104
H 3.11008 1.45949 -4.11904
H 2.04386 1.16605 -5.56452
H 1.86219 2.63986 -4.58316
H -2.33676 0.61708 -4.60557
H -1.39127 2.14260 -4.56209
H -0.99965 0.93626 -5.80881
H 0.20440 -2.62104 -3.46882
H 1.93050 -2.16248 -3.18646
F -1.28154 1.98715 4.33804
C -1.37777 0.64409 4.17447
F -1.55502 0.09428 5.40404
F -2.49360 0.40336 3.43910
C -0.15046 0.05976 3.41185
O -0.36911 0.39430 2.07811
C 1.22192 0.70291 3.74322
F 1.56892 0.70237 5.04167
F 2.18749 -0.03017 3.04180
F 1.30428 1.96779 3.26904
C -0.10274 -1.46641 3.67376
F 0.70103 -1.82090 4.68512
F -1.32525 -2.01838 3.83567
F 0.42557 -2.13948 2.50470